This record from OMol25 describes an isolated ion of composition C3H6Cl2N and charge +1. The level of theory is the ωB97M-V functional and the def2-TZVPD basis.

Positions of all 12 atoms, in Å:
C  0.438  1.448  -0.501
C  -0.593  0.385  -0.688
Cl  -1.782  0.735  -1.835
C  -0.621  -0.780  -0.029
N  0.393  -1.168  0.964
Cl  -1.813  -1.983  -0.190
H  -0.068  2.357  -0.198
H  0.991  1.619  -1.415
H  1.153  1.218  0.281
H  0.101  -0.868  1.896
H  0.490  -2.185  0.961
H  1.312  -0.778  0.754

## Properties
- orbital gap (eV) = 10.08
- total energy (hartree) = -1092.7653
- total charge = +1

Mulliken atomic charge list, values in e, 2 entries: -1.05, 0.48

***

This record from OMol25 describes C48H68BaN5O20 as an isolated structure. The level of theory is the ωB97M-V functional and the def2-TZVPD basis.

Positions of all 142 atoms, in Å:
Ba  3.099  -1.339  -5.065
C  -0.030  1.672  1.484
C  0.674  1.276  0.160
O  0.925  2.106  -0.761
O  0.874  0.071  0.035
H  0.586  2.307  2.122
H  -0.201  0.819  2.142
H  -0.928  2.273  1.346
C  -1.882  1.643  9.334
C  -2.894  1.417  8.460
C  -3.153  2.375  7.466
C  -2.496  3.607  7.451
C  -1.471  3.785  8.356
C  -1.182  2.805  9.321
N  -2.940  4.711  6.586
O  -4.107  4.691  6.202
O  -2.143  5.558  6.274
H  -1.742  0.823  10.023
H  -3.445  0.492  8.542
H  -3.993  2.192  6.813
H  -0.906  4.704  8.292
H  -0.410  3.042  10.038
C  -2.448  9.244  -2.195
C  -2.774  9.104  -3.544
C  -3.577  10.011  -4.245
C  -3.939  11.186  -3.652
C  -3.522  11.444  -2.326
C  -2.773  10.477  -1.627
N  -4.648  12.269  -4.416
O  -4.441  12.197  -5.581
O  -5.212  13.177  -3.840
H  -2.030  8.393  -1.679
H  -2.587  8.128  -3.967
H  -3.837  9.815  -5.275
H  -3.786  12.338  -1.781
H  -2.465  10.755  -0.629
C  -4.684  -7.905  0.937
C  -3.981  -6.752  1.194
C  -4.753  -5.602  1.547
C  -6.145  -5.627  1.656
C  -6.818  -6.834  1.445
C  -6.108  -7.970  1.001
N  -6.892  -4.393  1.914
O  -6.287  -3.391  2.228
O  -8.099  -4.470  1.915
H  -4.164  -8.819  0.692
H  -2.903  -6.802  1.224
H  -4.244  -4.653  1.632
H  -7.896  -6.800  1.490
H  -6.663  -8.858  0.738
C  5.053  5.899  7.811
C  5.790  5.464  8.877
C  6.267  4.158  8.929
C  6.058  3.322  7.831
C  5.214  3.726  6.810
C  4.697  5.010  6.765
N  6.739  1.987  7.770
O  6.959  1.466  6.674
O  7.025  1.366  8.805
H  4.674  6.909  7.847
H  6.023  6.156  9.672
H  6.906  3.801  9.724
H  5.034  3.187  5.892
H  4.227  5.275  5.829
C  3.301  -4.759  7.554
C  3.697  -4.862  8.832
C  4.106  -6.054  9.377
C  4.018  -7.271  8.622
C  3.389  -7.211  7.321
C  3.053  -5.932  6.831
N  4.474  -8.584  9.222
O  4.542  -9.554  8.454
O  4.933  -8.668  10.404
H  2.988  -3.844  7.072
H  3.895  -3.985  9.431
H  4.504  -6.062  10.381
H  3.266  -8.076  6.685
H  2.518  -5.825  5.899
C  -9.821  0.039  -7.085
O  -10.033  -1.008  -6.173
C  -10.412  -0.672  -4.854
C  -9.288  -0.287  -3.935
O  -8.670  0.945  -4.337
C  -7.839  1.530  -3.288
H  -10.750  0.567  -7.303
H  -9.532  -0.380  -8.049
H  -9.225  0.872  -6.713
H  -10.857  -1.574  -4.434
H  -11.191  0.091  -4.835
H  -8.607  -1.138  -3.944
H  -9.768  -0.109  -2.972
H  -6.970  0.953  -2.972
H  -8.435  1.880  -2.446
H  -7.503  2.487  -3.687
C  -0.474  2.040  -7.710
O  -0.564  0.633  -7.682
C  -1.729  0.042  -8.238
C  -2.644  -0.490  -7.123
O  -1.801  -1.248  -6.212
C  -2.576  -1.943  -5.273
H  0.085  2.422  -6.856
H  -1.433  2.554  -7.782
H  0.068  2.277  -8.626
H  -1.495  -0.775  -8.920
H  -2.320  0.707  -8.868
H  -3.395  -1.088  -7.641
H  -3.158  0.295  -6.569
H  -2.022  -2.522  -4.534
H  -3.320  -2.645  -5.648
H  -3.045  -1.268  -4.557
C  7.246  -0.102  -1.237
O  7.347  0.381  -2.551
C  7.719  1.788  -2.634
C  8.162  2.089  -4.056
O  7.079  1.986  -5.016
C  7.338  2.511  -6.295
H  6.868  -1.125  -1.217
H  6.616  0.502  -0.584
H  8.256  -0.046  -0.830
H  8.569  2.089  -2.022
H  6.910  2.439  -2.303
H  9.038  1.466  -4.239
H  8.605  3.084  -4.094
H  8.332  2.209  -6.622
H  7.264  3.586  -6.126
H  6.518  2.153  -6.917
C  7.230  -5.781  -5.007
O  6.055  -5.636  -4.205
C  5.520  -6.855  -3.614
C  4.059  -6.599  -3.069
O  3.228  -6.201  -4.123
C  2.787  -7.206  -5.082
H  6.881  -6.258  -5.923
H  8.012  -6.372  -4.531
H  7.600  -4.799  -5.303
H  6.172  -7.048  -2.762
H  5.539  -7.678  -4.328
H  4.047  -5.851  -2.276
H  3.694  -7.537  -2.650
H  3.678  -7.737  -5.416
H  2.441  -6.585  -5.909
H  2.002  -7.779  -4.589

## Properties
- orbital gap (eV) = 2.40
- total energy (hartree) = -3672.7439
- total charge = +1

Mulliken atomic charge list, values in e, 2 entries: 1.83, -0.81

***

This record from OMol25 describes one molecule with the formula C7H9N. The level of theory is the ωB97M-V functional and the def2-TZVPD basis.

Positions of all 17 atoms, in Å:
C  1.676  0.951  0.676
C  0.490  1.640  0.144
C  2.170  -0.124  0.127
C  -0.649  0.918  -0.888
C  -1.337  -1.084  0.694
C  -0.397  -1.654  -0.091
C  -1.130  -0.448  -0.677
N  2.874  -1.105  -0.168
H  2.313  1.593  1.236
H  0.967  2.451  -0.378
H  -1.606  1.566  -0.834
H  -0.151  0.940  -1.826
H  -1.989  -0.941  1.633
H  -0.104  2.218  0.888
H  0.226  -2.495  -0.145
H  -1.657  -0.770  -1.532
H  2.751  -1.878  0.444

## Properties
- orbital gap (eV) = 9.43
- total energy (hartree) = -326.6817
- total charge = 0

Mulliken atomic charge list, values in e, 2 entries: -0.61, -0.63

***

This record from OMol25 describes a 2-piece molecular cluster, C14H17N3 overall. The level of theory is the ωB97M-V functional and the def2-TZVPD basis.

Positions of all 34 atoms, in Å:
C  2.306  1.480  -0.293
C  3.093  2.654  0.373
C  0.882  1.893  -0.393
C  0.029  1.320  -1.301
C  -1.058  2.803  -0.083
N  0.182  2.742  0.419
N  -1.170  1.901  -1.087
H  2.875  1.181  -1.177
H  2.312  0.667  0.517
H  3.543  3.213  -0.463
H  0.205  0.525  -2.010
H  -1.821  3.543  0.145
H  -1.974  1.692  -1.676
H  3.982  2.220  0.860
H  2.391  3.160  1.035
C  1.530  -2.248  1.441
C  -0.499  -0.829  2.200
C  0.246  -1.554  1.314
C  -1.760  -0.865  0.303
C  -0.595  -1.647  0.134
C  -2.894  -0.907  -0.554
C  -0.563  -2.482  -0.987
C  -2.723  -1.618  -1.719
C  -1.539  -2.417  -1.931
N  -1.771  -0.605  1.678
H  -0.411  -0.651  3.264
H  -2.380  0.039  2.156
H  2.222  -1.441  1.825
H  2.214  -2.254  0.571
H  -3.745  -0.249  -0.311
H  0.250  -3.199  -1.150
H  -3.402  -1.819  -2.542
H  -1.613  -3.188  -2.730
H  1.657  -3.061  2.172

## Properties
- orbital gap (eV) = 8.83
- total energy (hartree) = -707.8918
- total charge = 0

Mulliken atomic charge list, values in e, 2 entries: 0.22, -1.19

***

This record from OMol25 describes one molecule with the formula C3H6N2S. The level of theory is the ωB97M-V functional and the def2-TZVPD basis.

Positions of all 12 atoms, in Å:
C  1.114  0.120  -0.199
C  -0.850  -1.343  0.080
C  -1.334  0.076  0.099
H  2.037  1.830  0.145
H  0.410  1.927  -0.393
H  -0.296  -1.748  0.942
H  -1.277  -2.075  -0.600
H  -2.215  0.381  -0.420
H  -1.025  0.622  1.014
N  1.159  1.411  0.010
N  -0.127  -0.333  -0.634
S  2.403  -0.868  -0.044

## Properties
- orbital gap (eV) = 9.18
- total energy (hartree) = -625.5694
- total charge = 0

Mulliken atomic charge list, values in e, 2 entries: 0.27, -0.33

***

This record from OMol25 describes one molecule with the formula C3H5P. The level of theory is the ωB97M-V functional and the def2-TZVPD basis.

Positions of all 9 atoms, in Å:
C  -0.690  -0.380  -0.191
C  -1.359  0.851  -0.457
C  0.657  -0.802  0.191
P  -2.188  -0.876  -0.838
H  -1.866  1.285  0.382
H  -0.825  1.571  -1.186
H  0.742  -1.083  1.176
H  1.252  0.118  -0.005
H  0.884  -1.816  -0.437

## Properties
- multiplicity = 3
- orbital gap (spin up / spin down) (eV) = 7.23 / 8.14
- total energy (hartree) = -458.4748
- total charge = 0

Mulliken atomic charge list, values in e, 2 entries: 0.28, -0.77